Entry 1:
20
Properties=species:S:1:pos:R:3:forces:R:3:mulliken_charge:R:1 method="wB97M-V/def2-TZVPD" smiles="CC(C)(C)[C@@]1(C=O)C=N1" homo_energy_ha=-0.3620 e_tot_ha=-403.2428 largest_force_ev_per_a=2.34 e_above_lowest_kcal_mol=57.2 lumo_energy_ev=0.8 orbital_gap_ha=0.391
C -1.15341 -1.03846 0.81849 0.3239 0.2288 -0.2818 -1.948
C -0.44096 -0.05066 -0.11594 -0.0838 -0.0194 0.0780 1.902
C -0.97792 1.36218 0.15948 0.1227 -0.2391 -0.0884 -1.754
C -0.70335 -0.44569 -1.57345 -0.1473 -0.0297 0.3010 -1.687
C 1.06153 -0.08657 0.14756 0.1989 -1.0180 1.7183 1.005
C 1.95418 0.96208 -0.35023 0.2168 0.4293 -0.3938 -0.136
O 3.08108 1.12185 0.05836 -0.1807 -0.0171 -0.1783 -0.517
C 1.67930 -0.83198 1.32130 -1.0585 0.8703 -1.9007 -0.636
N 1.71719 -1.46424 0.25311 0.3893 -0.2018 0.3076 -0.629
H -0.97953 -0.76234 1.85214 0.0172 0.0249 0.3290 0.404
H -2.21973 -1.01867 0.64087 -0.3158 0.0376 -0.0888 0.473
H -0.79862 -2.05228 0.66945 0.0426 -0.1674 -0.0267 0.450
H -2.06368 1.35765 0.11900 -0.1577 0.0208 -0.0172 0.453
H -0.62374 2.07504 -0.58057 0.0384 0.1308 -0.0601 0.377
H -0.67368 1.70793 1.14487 0.0143 0.0560 0.1331 0.394
H -0.37173 -1.46707 -1.74152 0.0280 -0.1150 -0.0915 0.408
H -1.77035 -0.37989 -1.80363 0.0668 -0.0064 0.0008 0.430
H -0.16630 0.20538 -2.25325 0.0983 0.1573 -0.2232 0.365
H 1.51816 1.62477 -1.12041 0.1809 0.1157 -0.0152 0.302
H 1.93154 -0.81904 2.35438 0.2059 -0.2577 0.4976 0.342

Entry 2:
20
Properties=species:S:1:pos:R:3:forces:R:3:mulliken_charge:R:1 method="wB97M-V/def2-TZVPD" homo_energy_ha="-0.3000 / -0.3000" e_tot_ha=-403.1395 largest_force_ev_per_a=3.64 e_above_lowest_kcal_mol=122.0 lumo_energy_ev="-0.1 / -0.1" orbital_gap_ha="0.295 / 0.295"
C -0.99279 -1.45166 1.43986 1.1775 -0.0073 0.5148 -1.557
C -0.33140 0.26801 -2.00504 0.2355 0.0167 0.1479 -1.330
C 1.61455 0.38145 0.46978 1.6318 -2.2973 1.3356 0.324
C -0.19899 -1.25041 0.14536 -2.4355 1.1800 -2.4392 1.306
C -0.56927 0.23748 -0.52145 -0.9084 -1.4685 0.2002 0.457
N 1.96779 1.65554 0.45995 -0.3468 0.4600 -0.4745 -0.413
C 1.56136 -0.86554 0.63002 0.2213 2.4224 -0.4157 -0.688
C -1.30381 1.18033 0.08225 0.3214 -0.2466 0.0136 -1.036
O -0.22323 -2.17651 -0.69815 0.4896 0.4530 0.6296 -0.736
H 1.27125 2.34598 0.71370 0.0821 -0.1573 0.2184 0.309
H 2.58192 1.96286 -0.28524 -0.2949 -0.1425 -0.1375 0.262
H 2.23275 -1.67956 0.81977 -0.3058 -0.1752 0.3901 0.434
H -2.05958 -1.44008 1.22200 0.1093 0.0574 -0.2701 0.366
H -0.76161 -0.67526 2.16805 -0.0927 -0.0409 0.1354 0.357
H -0.72690 -2.42597 1.85017 -0.0484 0.0235 0.0722 0.394
H -0.90319 -0.52838 -2.48092 0.0179 -0.0020 0.0391 0.276
H -0.60674 1.22822 -2.44283 -0.0207 0.0136 0.0545 0.424
H 0.71646 0.06199 -2.23213 0.0332 -0.0263 -0.0480 0.270
H -1.55588 1.14966 1.13262 -0.0654 -0.1436 0.0985 0.275
H -1.71266 2.02186 -0.46777 0.1989 0.0808 -0.0650 0.305

Entry 3:
21
Properties=species:S:1:pos:R:3:forces:R:3:mulliken_charge:R:1 method="wB97M-V/def2-TZVPD" smiles="C=C[C@@]1(O)C(=O)NC[C@@H]1C" homo_energy_ha=-0.3419 e_tot_ha=-478.4937 largest_force_ev_per_a=5.01 e_above_lowest_kcal_mol=64.7 lumo_energy_ev=0.9 orbital_gap_ha=0.376
C 2.71373 1.12932 0.38763 1.8700 -0.0173 0.0698 -0.822
C 1.46306 1.08419 0.70391 -2.4975 -1.4354 -2.8213 -0.571
C 0.54005 0.31748 -0.44288 1.5428 -0.7566 1.1865 0.694
O 0.59304 0.81833 -1.73227 -2.3439 0.8569 0.9844 -0.573
C 1.25036 -1.04782 -0.36979 1.0675 -1.8619 1.1118 0.225
O 2.30069 -1.36589 -0.95348 -2.3596 0.3739 0.7971 -0.661
N 0.58621 -1.77883 0.65045 -0.6762 3.5825 -3.4343 -0.169
C -0.58184 -0.98225 1.12110 0.9625 0.3080 1.0591 -0.567
C -0.89282 0.03665 -0.06645 0.9264 -2.7187 0.0428 0.122
C -1.49597 -0.69527 -1.24723 -1.1496 -0.4980 -0.0199 -1.493
H 3.47131 1.65064 0.89914 0.5710 0.6280 1.1488 0.333
H 3.13752 0.46136 -0.33118 -0.1032 0.2137 -1.1059 0.276
H 1.03124 1.31187 1.63095 -0.6099 1.1914 0.8918 0.397
H 1.47802 0.82062 -1.95052 3.1749 0.0931 -1.1916 0.482
H 0.98008 -2.53880 1.10082 0.7219 -1.5246 0.9284 0.168
H -0.12126 -0.26394 1.87166 -1.3465 -1.2615 0.1102 0.218
H -1.32375 -1.74343 1.53345 0.4898 1.6862 -0.5837 0.357
H -1.36878 0.94004 0.19232 -0.8811 0.8308 0.7333 0.453
H -2.52291 -1.02051 -1.19868 -0.6401 0.0743 1.0054 0.402
H -0.97440 -1.61587 -1.38235 0.6523 -0.6560 -0.2740 0.355
H -1.51865 -0.20074 -2.18640 0.6286 0.8911 -0.6388 0.374

Entry 4:
22
Properties=species:S:1:pos:R:3:forces:R:3:mulliken_charge:R:1 method="wB97M-V/def2-TZVPD" smiles="C=[S@H](=O)/C=N/[C@@H]1C=CCOC1" homo_energy_ha="-0.2944 / -0.3084" e_tot_ha=-876.3979 largest_force_ev_per_a=6.15 e_above_lowest_kcal_mol=205.6 lumo_energy_ev="-1.2 / -0.6" orbital_gap_ha="0.250 / 0.285"
C 3.33053 -1.02807 -1.17200 -1.3472 1.1216 -0.4361 -0.819
S 3.31779 0.13768 0.03369 -1.1631 -1.5139 -1.1007 0.777
O 4.48221 0.12686 0.86741 0.1244 0.2081 0.8127 -0.632
C 1.70145 0.31983 0.70206 -1.8852 3.2383 -4.8774 -0.262
N 1.04440 1.21088 -0.66207 2.2610 -2.9911 4.2347 -0.455
C -0.38840 1.02541 -0.92100 1.4873 -1.8538 1.1519 0.213
C -1.13505 1.72799 0.15632 0.2666 1.6380 0.0606 -0.432
C -1.87341 1.10969 1.07404 1.4757 -2.1549 -2.8475 -0.437
C -1.93370 -0.42336 1.12728 -0.8876 2.1225 -4.1174 -0.685
O -0.94388 -0.99700 0.30347 0.3523 -0.8657 0.1947 -0.420
C -0.84761 -0.46729 -0.97034 -2.2476 2.0492 -1.3590 -0.678
H 3.57403 -2.02528 -1.04470 1.2106 -1.6987 1.1942 0.339
H 2.40696 -1.07990 -1.74806 0.0519 0.9149 -0.1206 0.248
H 3.11279 1.20147 -0.70840 0.2396 1.0300 -0.2964 0.212
H 0.99656 -0.28662 1.25814 0.4451 -0.3391 -0.0572 0.379
H -0.50028 1.45998 -1.89770 -0.4732 0.3982 -0.4483 0.384
H -0.87454 2.82675 0.14407 -0.9508 -1.1537 0.3528 0.301
H -2.46813 1.61772 1.70922 -1.6080 1.7013 2.3571 0.573
H -1.70031 -0.67637 2.05934 0.8237 -1.3900 3.9807 0.386
H -2.91180 -0.84907 0.84823 0.0266 0.3216 0.1346 0.355
H -1.88634 -0.34140 -1.50631 1.3556 -0.6590 1.0195 0.288
H -0.26303 -1.10250 -1.61969 0.4423 -0.1239 0.1672 0.368

Entry 5:
22
Properties=species:S:1:pos:R:3:forces:R:3:mulliken_charge:R:1 method="wB97M-V/def2-TZVPD" smiles="COC(=O)[C@@]1(C)CCC=[N+]1[O-]" homo_energy_ha="-0.3102 / -0.3103" e_tot_ha=-553.6897 largest_force_ev_per_a=4.91 e_above_lowest_kcal_mol=91.7 lumo_energy_ev="0.8 / 0.8" orbital_gap_ha="0.341 / 0.341"
C -3.19945 0.12799 -0.59050 4.4837 1.4085 -1.4299 -0.813
O -1.92862 0.31629 0.14142 -1.1397 -1.3949 -0.2677 -0.285
C -0.89489 -0.45553 -0.26021 -0.6473 3.7454 1.9762 0.100
O -0.84126 -1.13970 -1.20598 -0.4542 -2.2245 -2.0612 -0.543
C 0.32144 0.02803 0.49344 1.6297 -3.0937 3.2430 1.180
C 0.00387 0.68666 1.91027 -2.4169 -0.2106 -2.3990 -1.396
C 1.41778 -1.16241 0.42558 -1.7503 -0.2157 0.5449 -0.858
C 2.20875 -0.81696 -0.84482 0.0040 0.9351 1.1794 -0.679
C 1.89135 0.62609 -1.08368 1.7027 0.7588 -1.4908 -0.280
N 0.89677 1.02530 -0.37439 1.4892 0.5850 -0.9777 0.553
O 0.39112 2.15437 -0.39480 -0.9660 1.9135 -0.1535 -0.745
H -3.58860 -0.78254 -0.41713 -1.1398 -3.3487 0.5289 0.356
H -2.89851 0.25623 -1.63671 -0.7828 0.0530 0.0979 0.328
H -3.80721 0.84384 -0.19916 -1.6884 2.1815 0.6799 0.266
H 0.71264 0.77484 2.68710 1.3875 -0.5746 0.3885 0.435
H -0.95579 0.22767 2.31788 1.3211 0.8191 -0.5181 0.243
H -0.16126 1.70823 1.50892 -0.5887 -0.2899 0.9322 0.422
H 0.94724 -2.18031 0.49160 -0.0558 0.9636 -1.0223 0.284
H 1.97051 -1.27681 1.35499 0.6587 1.0852 -0.0660 0.395
H 1.86854 -1.29106 -1.71073 -0.5475 -1.4463 -1.2127 0.266
H 3.25169 -1.00514 -0.72592 0.8497 -0.0733 -0.0012 0.416
H 2.39388 1.33494 -1.88716 -1.3489 -1.5764 2.0291 0.355

Entry 6:
25
Properties=species:S:1:pos:R:3:forces:R:3:mulliken_charge:R:1 method="wB97M-V/def2-TZVPD" homo_energy_ha=-0.2850 e_tot_ha=-1425.3148 largest_force_ev_per_a=5.56 e_above_lowest_kcal_mol=38.3 lumo_energy_ev=0.5 orbital_gap_ha=0.304
C 0.75149 -0.42230 0.88070 -0.7408 1.4345 -1.1024 0.098
C 2.44803 -1.88657 -1.94755 0.5894 2.5466 -0.2528 0.779
C -2.06432 -0.10548 1.28240 -1.9606 0.1123 2.4720 -0.634
C -1.11548 -0.04189 2.49300 0.9946 1.3915 -0.2180 -0.642
C -0.04282 0.51216 0.16992 1.4233 -3.2828 1.1678 0.861
C 0.64015 1.31776 -0.83948 0.7844 -1.1090 -2.6364 -1.773
C -2.18236 1.58016 -0.35530 1.9810 0.8116 -3.6590 -1.174
N -1.43276 0.44098 0.14764 0.5586 1.8629 -0.4396 0.119
O 2.36277 -2.91345 -2.75363 0.6604 -3.5625 4.2144 -0.447
O 3.00125 -0.86552 -2.26950 0.6461 0.5231 -0.7924 -0.532
O 2.99135 -1.42263 1.47293 1.5205 -2.2352 2.3903 -0.476
O 1.81344 -1.97048 -0.81788 -0.1157 -1.3233 1.7097 -0.339
S 0.25366 -1.31600 2.32424 -1.1622 1.8969 -0.4727 -0.137
S 2.43650 -0.76960 0.36038 -2.4909 2.3090 -1.8712 0.356
H -2.21184 -1.13436 1.10913 -1.0579 -1.2728 -0.1837 0.360
H -3.08707 0.49111 1.48552 2.2395 -1.6061 -0.3219 0.331
H -0.69091 1.03298 2.33049 -0.0954 -1.8286 1.0798 0.279
H -1.51698 -0.14730 3.49775 -0.4257 -0.0542 -0.2601 0.456
H 1.71947 0.98526 -0.98858 -1.5801 0.1961 -0.1463 0.318
H 0.77082 2.34530 -0.59269 -0.4910 1.0158 0.1314 0.336
H 0.01913 1.15438 -1.80071 1.4843 0.6598 1.0873 0.434
H -2.51650 2.22787 0.41053 -0.6216 0.5823 0.9343 0.495
H -1.41424 2.19133 -0.97595 -1.7366 -0.7428 0.9363 0.376
H -3.00216 1.31608 -1.09544 0.8148 0.0278 1.2072 0.223
H 2.06941 -2.59980 -3.52793 -1.2185 1.6473 -4.9739 0.333